Arrangement i

Entry from the OMol25 dataset: a single C5H12N2 molecule (ωB97M-V/def2-TZVPD).

Each line ends with the Mulliken charge.
Element x y z (Å)
C 1.66 -0.06 -0.98  -0.99
C 0.34 -0.32 -0.77  0.39
C -0.03 -0.34 0.65  -0.46
C 0.85 0.58 1.51  -0.68
N 0.07 1.05 2.59  -0.69
N -0.69 -0.19 -1.86  -0.24
C -1.95 -0.92 -1.66  -0.74
H 2.41 -0.42 -0.22  0.30
H 2.01 0.65 -1.60  0.34
H 0.47 -1.33 1.03  0.17
H -1.16 -0.22 0.72  0.26
H 1.89 0.16 1.83  0.35
H 1.21 1.41 0.94  0.43
H 0.72 1.80 3.11  0.28
H -0.70 1.51 2.08  0.27
H -0.27 0.09 -2.74  0.25
H -2.52 -1.20 -2.64  0.30
H -2.60 -0.30 -0.84  0.19
H -1.72 -1.94 -1.17  0.26

## Properties
HOMO level = -7.5 eV
Gap between HOMO and LUMO = 8.501 eV
SMILES string = C=C(CCN)NC

Arrangement ii

Entry from the OMol25 dataset: a single C5H12N2 molecule (ωB97M-V/def2-TZVPD).

Each line ends with the Mulliken charge.
Element x y z (Å)
C -2.15 -0.54 -0.62  -1.37
C -1.20 -0.59 1.75  -1.46
C -1.00 -0.13 0.30  1.03
N -0.66 1.23 0.12  -0.61
H -0.59 1.70 1.02  0.32
H -2.26 -1.63 -0.64  0.34
H -3.10 -0.11 -0.27  0.30
H -2.09 -0.14 2.18  0.35
H -1.31 -1.67 1.80  0.38
H -0.34 -0.31 2.36  0.38
H -1.97 -0.19 -1.63  0.37
C 2.94 -0.06 -1.10  -0.90
C 1.58 0.14 -0.52  0.00
N 1.02 1.23 -0.35  -0.16
H 1.31 2.18 -0.57  0.26
H -0.06 -0.69 -0.09  -0.01
H 2.86 -0.66 -2.01  0.23
H 3.54 -0.65 -0.40  0.25
H 3.47 0.88 -1.33  0.29

## Properties
HOMO level = -7.9 eV
Gap between HOMO and LUMO = 8.911 eV

Arrangement iii

Entry from the OMol25 dataset: a single C5H12N2 molecule (ωB97M-V/def2-TZVPD).

Each line ends with the Mulliken charge.
Element x y z (Å)
H -1.94 -0.50 -3.29  0.19
N -1.26 -1.23 -3.10  -0.66
C -0.76 -1.01 -1.94  0.19
N -1.14 0.00 -1.12  -0.38
C -0.52 1.16 -0.27  -0.22
C 0.87 0.53 0.04  -1.22
C 0.88 -0.62 1.08  -0.25
C 0.61 -0.04 2.51  -1.14
H 0.24 -1.43 -1.73  0.27
H -1.91 0.54 -1.52  0.19
H -0.49 2.09 -0.88  0.37
H -1.22 1.28 0.57  0.24
H 1.54 1.37 0.20  0.45
H 1.39 0.11 -0.81  0.43
H 1.82 -1.16 0.99  0.37
H 0.17 -1.39 0.75  0.29
H -0.39 -0.36 2.90  0.25
H 0.87 0.99 2.31  0.31
H 1.25 -0.34 3.31  0.36

## Properties
HOMO level = -8.8 eV
Gap between HOMO and LUMO = 9.711 eV
SMILES string = [H]/N=C\NCCCC

Arrangement iv

Entry from the OMol25 dataset: 2 unconnected molecules or ions with the total composition C5H12N2 (ωB97M-V/def2-TZVPD).

Each line ends with the Mulliken charge.
Element x y z (Å)
N -1.51 -0.01 -1.57  -0.59
C -0.17 0.47 -1.63  -0.44
C 0.35 0.98 -2.73  -0.09
N 1.70 1.47 -2.75  -0.60
H -2.11 0.66 -1.09  0.26
H -1.56 -0.88 -1.05  0.29
H 0.46 0.41 -0.74  0.30
H -0.24 1.05 -3.64  0.35
H 1.73 2.39 -3.16  0.26
H 2.28 0.87 -3.33  0.23
C 0.90 -1.72 2.09  -0.72
C 0.28 -0.55 2.12  0.08
C -1.04 -0.30 2.79  -0.96
H 1.85 -1.84 1.58  0.26
H 0.47 -2.60 2.57  0.23
H 0.74 0.30 1.63  0.34
H -1.79 -0.01 2.06  0.20
H -1.39 -1.20 3.31  0.31
H -0.95 0.50 3.53  0.28

## Properties
HOMO level = -9.1 eV
Gap between HOMO and LUMO = 10.097 eV
SMILES string = N/C=C/N.C=CC

Of them, the most stable is arrangement iv and the least stable is arrangement i.

Arrangement i

Entry from the OMol25 dataset: 2 unconnected molecules or ions with the total composition CH4O3 (ωB97M-V/def2-TZVPD).

Each line ends with the Mulliken charge.
Element x y z (Å)
O 1.17 1.79 1.07  -0.45
C 0.55 0.77 1.33  0.27
O 0.77 -0.36 0.61  -0.42
H -0.24 0.57 2.08  0.25
H 0.31 -1.04 1.17  0.35
O -1.17 -0.35 -2.18  -0.63
H -0.84 -0.58 -1.28  0.32
H -0.54 -0.79 -2.79  0.32

## Properties
HOMO level = -11.2 eV
Gap between HOMO and LUMO = 11.480 eV
SMILES string = O=CO.O

Arrangement ii

Entry from the OMol25 dataset: 2 unconnected molecules or ions with the total composition CH4O3 (ωB97M-V/def2-TZVPD).

Each line ends with the Mulliken charge.
Element x y z (Å)
O -1.45 -0.07 0.24  -0.52
C -0.89 0.82 0.82  0.23
O 0.39 0.75 1.21  -0.38
H -1.38 1.77 1.08  0.34
H 0.71 0.04 0.62  0.34
O 1.21 -0.96 -1.13  -0.66
H 0.27 -0.73 -1.02  0.32
H 1.15 -1.62 -1.83  0.32

## Properties
HOMO level = -11.3 eV
Gap between HOMO and LUMO = 12.051 eV
SMILES string = O=CO.O

Arrangement iii

Entry from the OMol25 dataset: a single CH4O3 molecule (ωB97M-V/def2-TZVPD).

Each line ends with the Mulliken charge.
Element x y z (Å)
O 1.11 0.63 -0.45  -0.50
C 0.48 -0.12 0.50  -0.04
O -0.82 0.24 0.84  -0.22
O -1.36 0.55 -0.45  -0.34
H 0.98 0.42 -1.39  0.35
H 0.38 -1.22 0.11  0.20
H 1.07 -0.17 1.41  0.22
H -1.83 -0.34 -0.56  0.34

## Properties
HOMO level = -10.4 eV
Gap between HOMO and LUMO = 11.029 eV
SMILES string = OCOO

Of them, the most stable is arrangement ii and the least stable is arrangement iii.

Arrangement i

Entry from the OMol25 dataset: 2 unconnected molecules or ions with the total composition C10H11NOS (ωB97M-V/def2-TZVPD).

Each line ends with the Mulliken charge.
Element x y z (Å)
O -0.77 -1.31 -1.65  -0.52
S -0.68 -0.22 -0.39  0.19
C 0.39 0.96 -1.30  0.63
C 0.90 0.57 -2.52  -0.27
C 1.96 1.25 -3.04  -0.44
C 2.38 2.42 -2.42  -0.44
C 1.86 2.77 -1.18  -0.56
C 0.91 2.00 -0.56  -0.55
H -0.69 -2.24 -1.23  0.33
H 0.40 -0.31 -2.98  0.36
H 2.48 1.00 -4.00  0.29
H 2.93 3.10 -3.07  0.33
H 2.32 3.66 -0.75  0.34
H 0.52 2.35 0.40  0.28
C -0.34 -1.96 3.12  -1.03
C -1.10 -1.04 2.56  0.73
C -2.49 -1.04 2.02  -0.96
C -0.50 0.28 2.66  0.25
N 0.07 1.26 2.76  -0.48
H -0.51 -3.06 3.19  0.28
H 0.62 -1.58 3.52  0.28
H -2.86 -1.72 1.17  0.28
H -2.61 0.07 1.68  0.37
H -3.10 -1.23 2.94  0.32

## Properties
HOMO level = -8.0 eV
Gap between HOMO and LUMO = 8.168 eV
SMILES string = OSc1ccccc1.C=C(C)C#N

Arrangement ii

Entry from the OMol25 dataset: a single C10H11NOS molecule (ωB97M-V/def2-TZVPD).

Each line ends with the Mulliken charge.
Element x y z (Å)
C 0.85 -0.95 2.00  -0.12
C 1.79 -1.69 1.82  -0.33
C 1.11 -0.85 -0.72  -0.18
C 2.02 -1.79 -0.44  -0.84
C -0.05 -0.05 1.35  0.14
C 0.18 0.06 0.00  0.52
C 2.84 -2.04 0.81  -0.40
C -1.76 1.51 -0.39  -0.44
C -2.66 0.70 0.59  -0.78
C 0.15 1.66 -1.84  -1.10
N -0.62 0.81 -0.87  0.01
O -2.50 -0.51 2.93  -0.54
S -1.87 0.68 2.29  0.38
H 0.78 -0.93 -1.88  0.18
H 2.23 -2.30 -1.26  0.45
H 3.77 -1.48 0.83  0.31
H 3.15 -3.12 1.08  0.27
H -2.35 1.63 -1.44  0.36
H -1.52 2.50 0.22  0.24
H -3.68 1.04 0.80  0.44
H -2.65 -0.33 0.12  0.33
H 0.84 0.97 -2.20  0.45
H -0.62 1.83 -2.50  0.43
H 0.56 2.65 -1.30  0.24

## Properties
HOMO level = -8.0 eV
Gap between HOMO and LUMO = 8.285 eV

Of them, the most stable is arrangement i and the least stable is arrangement ii.

Arrangement i

Entry from the OMol25 dataset: a single C2H4N2O2S molecule (ωB97M-V/def2-TZVPD).

Each line ends with the Mulliken charge.
Element x y z (Å)
N 1.38 -1.09 0.06  -0.35
C 0.55 -0.04 -0.09  0.22
N 1.09 1.16 -0.08  -0.53
O 0.15 2.17 0.00  -0.35
C -0.87 -0.52 -0.03  0.83
O -1.04 -1.75 -0.02  -0.61
S -2.20 0.61 0.00  -0.17
H 0.95 -2.01 0.06  0.22
H 2.36 -1.01 -0.07  0.21
H 0.73 2.92 0.22  0.35
H -3.08 -0.44 -0.06  0.17

## Properties
HOMO level = -8.6 eV
Gap between HOMO and LUMO = 8.564 eV
SMILES string = N/C(=N/O)C(=O)S

Arrangement ii

Entry from the OMol25 dataset: a molecular structure, C2H4N2O2S (ωB97M-V/def2-TZVPD).

Each line ends with the Mulliken charge.
Element x y z (Å)
C 0.74 -1.04 1.09  0.14
C 0.91 -0.49 2.62  -0.06
N 0.06 -1.37 2.40  -0.44
N -1.51 0.39 -2.30  -0.43
O 0.19 -0.41 -0.03  -0.65
O 0.14 -1.22 -2.86  -0.45
S -0.91 -1.09 -1.89  0.77
H 1.58 -1.79 0.79  0.29
H 1.36 0.35 3.26  0.24
H -2.00 1.02 -1.63  0.29
H -0.98 0.84 -3.09  0.30

## Properties
HOMO level (spin up / spin down) = -7.7 / -7.7 eV
Gap between HOMO and LUMO (spin up / spin down) = 6.738 / 6.746 eV

Of them, the most stable is arrangement i and the least stable is arrangement ii.

Arrangement i

Entry from the OMol25 dataset: 2 unconnected molecules or ions with the total composition C4H11N3O2 (ωB97M-V/def2-TZVPD).

Each line ends with the Mulliken charge.
Element x y z (Å)
H 2.28 -1.21 -2.22  0.21
N 1.53 -1.25 -1.55  -0.63
C 1.54 -1.60 -0.34  0.44
N 2.73 -1.86 0.35  -0.42
N 0.37 -1.62 0.38  -0.33
C 0.42 -1.05 1.72  -0.80
H 2.87 -2.63 0.99  0.21
H 3.45 -1.17 0.36  0.18
H -0.28 -1.11 -0.19  0.30
H 0.90 -0.06 1.71  0.27
H 0.92 -1.67 2.46  0.31
H -0.61 -0.99 2.04  0.32
C -2.50 2.83 0.21  -1.06
C -1.70 1.66 -0.23  0.76
O -1.68 0.56 0.27  -0.55
O -0.82 1.99 -1.20  -0.47
H -2.75 3.41 -0.67  0.33
H -1.85 3.47 0.81  0.26
H -3.44 2.65 0.70  0.34
H -0.44 1.17 -1.54  0.33

## Properties
HOMO level = -8.7 eV
Gap between HOMO and LUMO = 9.553 eV
SMILES string = [H]/N=C(\N)NC.CC(=O)O

Arrangement ii

Entry from the OMol25 dataset: 2 unconnected molecules or ions with the total composition C4H11N3O2 (ωB97M-V/def2-TZVPD).

Each line ends with the Mulliken charge.
Element x y z (Å)
C -0.68 2.87 -1.65  -0.75
N -0.29 1.78 -0.82  -0.41
C 0.39 0.82 -1.29  0.48
N 1.00 -0.07 -0.35  -0.41
N 0.87 0.74 -2.59  -0.51
H -1.67 3.20 -1.33  0.26
H -0.64 2.70 -2.72  0.31
H -0.07 3.84 -1.55  0.22
H 2.00 0.01 -0.39  0.19
H 0.67 -0.27 0.59  0.21
H 1.77 0.52 -2.97  0.23
H 0.16 0.22 -3.10  0.21
C -0.18 -2.91 2.04  -0.90
C -0.36 -1.70 2.84  0.63
O -0.26 -1.52 4.00  -0.50
O -0.84 -0.69 1.97  -0.47
H 0.86 -3.10 1.73  0.27
H -0.64 -2.77 1.06  0.32
H -0.77 -3.79 2.32  0.33
H -1.31 0.12 2.20  0.28

## Properties
HOMO level = -8.6 eV
Gap between HOMO and LUMO = 9.368 eV
SMILES string = CN=C(N)N.CC(=O)O

Of them, the most stable is arrangement i and the least stable is arrangement ii.